Version w
This record from the Open Molecules 2025 dataset describes a gas-phase ion, C5H10N (charge +1). The level of theory is ωB97M-V/def2-TZVPD.

Last columns: bonded neighbours and bond lengths (Å).
Positions of all 16 atoms, in Å:
1 C -0.5781 -0.0442 0.2591  C2 1.735, C3 1.484, C4 1.462, N6 1.543
2 C 1.1497 -0.1319 0.3870  C1 1.735, C3 1.313, C5 1.416
3 C 0.3400 -0.1517 1.4201  C1 1.484, C2 1.313, H7 1.098
4 C -1.3451 1.1627 -0.0442  C1 1.462, H8 1.026, H9 1.114, H10 1.011
5 C 2.2135 0.2541 -0.4644  C2 1.416, H11 1.067, H12 1.070, H13 1.100
6 N -1.1930 -1.3498 -0.2867  C1 1.543, H14 0.998, H15 1.034, H16 1.036
7 H 0.3450 -0.4939 2.4633  C3 1.098
8 H -2.1825 1.3712 0.5105  C4 1.026
9 H -1.5762 1.0949 -1.1319  C4 1.114
10 H -0.7364 1.9581 0.0902  C4 1.011
11 H 2.0256 0.1540 -1.5102  C5 1.067
12 H 3.1454 -0.0960 -0.0711  C5 1.070
13 H 2.5048 1.3111 -0.3713  C5 1.100
14 H -2.1879 -1.3015 -0.2199  N6 0.998
15 H -0.9300 -2.1908 0.2542  N6 1.034
16 H -0.9948 -1.5463 -1.2848  N6 1.036

Summary:
- HOMO level (eV) = -13.65
- structure (SMILES) = CC1=C[C@]1(C)[NH3+]
- net charge = +1
- orbital gap (eV) = 10.139
- lowest unoccupied orbital energy (eV) = -3.51

---

Version x
This record from the Open Molecules 2025 dataset describes a gas-phase ion, C5H10N (charge +1). The level of theory is ωB97M-V/def2-TZVPD.

Last columns: bonded neighbours and bond lengths (Å).
Positions of all 16 atoms, in Å:
1 C -0.8701 1.1740 1.1094  C2 1.337, C3 1.529, H7 1.047
2 C -0.7994 1.5218 -0.1801  C1 1.337, C3 1.484, H8 0.991
3 C -0.5958 0.0751 0.0823  C1 1.529, C2 1.484, C5 1.438, N6 1.540
4 C 1.7688 0.4529 -0.5190  C5 1.510, H9 1.129, H10 1.080, H11 1.104
5 C 0.7070 -0.5177 -0.0595  C3 1.438, C4 1.510, H12 1.074, H13 1.160
6 N -1.7476 -0.8931 -0.2446  C3 1.540, H14 1.072, H15 1.096, H16 1.135
7 H -0.9684 1.3374 2.1393  C1 1.047
8 H -0.8473 2.1717 -0.9272  C2 0.991
9 H 1.7268 0.8469 -1.5762  C4 1.129
10 H 2.7053 -0.0805 -0.4548  C4 1.080
11 H 1.7384 1.3034 0.1848  C4 1.104
12 H 1.1019 -1.1290 0.7307  C5 1.074
13 H 0.5569 -1.2268 -0.9649  C5 1.160
14 H -2.6943 -0.5877 -0.6434  N6 1.072
15 H -2.0053 -1.3921 0.6964  N6 1.096
16 H -1.2356 -1.6342 -0.9345  N6 1.135

Summary:
- HOMO level (eV) = -14.92
- structure (SMILES) = CCC1([NH3+])C=C1
- net charge = +1
- orbital gap (eV) = 11.214
- lowest unoccupied orbital energy (eV) = -3.70

---

Version y
This record from the Open Molecules 2025 dataset describes a gas-phase ion, C5H10N (charge +1). The level of theory is ωB97M-V/def2-TZVPD.

Last columns: bonded neighbours and bond lengths (Å).
Positions of all 16 atoms, in Å:
1 C 0.0584 1.6182 -2.5151  C2 1.226, H7 1.064
2 C 0.1480 0.9990 -1.4611  C1 1.226, C5 1.412
3 C 0.5651 -1.4982 -0.7215  C5 1.635, H8 1.155, H9 1.126, H10 1.097
4 C -0.2954 0.0931 2.0983  N6 1.554, H11 1.082, H12 1.068, H13 1.063
5 C 0.4223 0.0999 -0.4077  C2 1.412, C3 1.635, N6 1.538, H14 1.040
6 N -0.7259 0.2085 0.6101  C4 1.554, C5 1.538, H15 1.068, H16 1.029
7 H 0.0628 2.3573 -3.2809  C1 1.064
8 H -0.3693 -1.7142 -1.3652  C3 1.155
9 H 1.5003 -1.6514 -1.3289  C3 1.126
10 H 0.5978 -1.9728 0.2672  C3 1.097
11 H -0.0169 1.1068 2.3557  C4 1.082
12 H -1.2056 0.0370 2.6551  C4 1.068
13 H 0.4905 -0.6118 2.2224  C4 1.063
14 H 1.3478 0.4122 -0.0504  C5 1.040
15 H -1.3712 -0.6002 0.3467  N6 1.068
16 H -1.2086 1.1165 0.5755  N6 1.029

Summary:
- HOMO level (eV) = -14.38
- structure (SMILES) = C#C[C@H](C)[NH2+]C
- net charge = +1
- orbital gap (eV) = 10.968
- lowest unoccupied orbital energy (eV) = -3.41

---

We find version y to be the most stable, with the next structure 9.3 kcal/mol higher.

---

Version w
This record from the Open Molecules 2025 dataset describes CH3NO in the gas phase. The level of theory is ωB97M-V/def2-TZVPD.

Last columns: bonded neighbours and bond lengths (Å).
Positions of all 6 atoms, in Å:
1 C 0.0300 -1.0780 -0.2517  H3 1.132, H4 1.103, N5 1.391
2 H -0.0761 1.7127 0.8995  O6 1.149
3 H 1.0732 -1.3107 0.1198  C1 1.132
4 H -0.4741 -1.8571 -0.8481  C1 1.103
5 N -0.5875 0.1677 -0.1985  C1 1.391, O6 1.332
6 O 0.4262 0.8437 0.3410  H2 1.149, N5 1.332

Summary:
- HOMO level (eV) = -9.44
- structure (SMILES) = C=NO
- orbital gap (eV) = 10.280
- lowest unoccupied orbital energy (eV) = 0.84

---

Version x
This record from the Open Molecules 2025 dataset describes CH3NO in the gas phase. The level of theory is ωB97M-V/def2-TZVPD.

Last columns: bonded neighbours and bond lengths (Å).
Positions of all 6 atoms, in Å:
1 C -0.1436 -0.1237 -0.3695  H4 1.118, N5 1.338, O6 1.215
2 H 0.1130 0.0104 1.6324  N5 1.009
3 H -1.2167 -0.9759 1.1735  N5 1.008
4 H -0.7660 -0.6991 -1.0987  C1 1.118
5 N -0.5065 -0.3128 0.9042  C1 1.338, H2 1.009, H3 1.008
6 O 0.7846 0.5745 -0.7275  C1 1.215

Summary:
- HOMO level (eV) = -10.07
- structure (SMILES) = NC=O
- orbital gap (eV) = 11.012
- lowest unoccupied orbital energy (eV) = 0.94

---

Version y
This record from the Open Molecules 2025 dataset describes CH3NO in the gas phase. The level of theory is ωB97M-V/def2-TZVPD.

Last columns: bonded neighbours and bond lengths (Å).
Positions of all 6 atoms, in Å:
1 N 0.6894 -0.3466 0.1234  C2 1.330, H4 1.018, H5 1.186
2 C -0.5816 0.0406 0.0763  N1 1.330, O3 1.192, H6 1.292
3 O -1.6652 -0.4545 0.0322  C2 1.192
4 H 0.9054 -1.3229 -0.0653  N1 1.018
5 H 0.9401 0.8010 -0.0396  N1 1.186
6 H -0.2881 1.2824 -0.1270  C2 1.292

Summary:
- HOMO level (eV) = -10.32
- structure (SMILES) = NC=O
- orbital gap (eV) = 11.081
- lowest unoccupied orbital energy (eV) = 0.76

---

Version z
This record from the Open Molecules 2025 dataset describes CH3NO in the gas phase. The level of theory is ωB97M-V/def2-TZVPD.

Last columns: bonded neighbours and bond lengths (Å).
Positions of all 6 atoms, in Å:
1 C 1.0705 0.2076 -0.0378  H3 1.100, H4 1.085, N5 1.301
2 H -0.9214 1.0419 0.2886  O6 1.004
3 H 0.9394 1.2986 -0.0884  C1 1.100
4 H 2.0883 -0.1257 0.1383  C1 1.085
5 N 0.0714 -0.6234 0.0211  C1 1.301, O6 1.409
6 O -1.1287 0.1129 -0.0324  H2 1.004, N5 1.409

Summary:
- HOMO level (eV) = -10.29
- structure (SMILES) = C=NO
- orbital gap (eV) = 11.170
- lowest unoccupied orbital energy (eV) = 0.88

---

We find version x to be the most stable, with the next structure 55.8 kcal/mol higher.